76
Properties=species:S:1:pos:R:3:mulliken_charge:R:1 method="wB97M-V/def2-TZVPD" lumo_ev=-0.31 e_above_lowest_kcal_mol=76.5 orbital_gap_ev=5.730 mol_weight_g_mol=433.6
O -0.25854 0.43857 -0.49524 0.5467
H 0.52390 0.97845 -0.36137 0.5121
H -1.02106 1.00669 -0.62705 0.5092
H -0.42801 -0.10138 0.28022 -0.0138
C 1.58318 -2.25377 0.85311 -2.2433
C 1.15924 -1.48787 2.17154 2.2396
C 2.33794 -0.49550 2.40391 -1.1040
C 2.17173 0.43333 3.61621 -0.7538
C 0.90591 1.28971 3.39505 -1.2504
C -0.32616 0.39560 3.15706 1.3698
N -0.02517 -0.56812 2.04163 1.0155
O -1.21813 -1.22694 1.52737 -0.9530
C -1.37495 1.49149 2.68919 -1.7534
C -0.80019 -0.19298 4.53109 -1.8162
C 1.10593 -2.52575 3.31556 -2.1468
H 0.93763 -3.09825 0.61185 0.4489
H 2.61096 -2.61194 0.91213 0.4872
H 1.56416 -1.56919 0.00513 0.2195
H 2.55979 0.15062 1.55454 -0.2632
H 3.32207 -0.95391 2.50100 0.4432
H 3.02806 1.10762 3.60520 0.5451
H 2.08529 -0.11826 4.55236 0.2899
H 1.19433 1.91671 2.55138 0.2260
H 0.86045 1.99058 4.22860 0.4961
H -2.38728 1.16223 2.92341 0.4977
H -1.37216 1.83010 1.65311 0.0414
H -1.26649 2.40824 3.26878 0.4462
H -1.67674 -0.81486 4.34935 0.3803
H -1.06749 0.53162 5.30024 0.3608
H -0.12234 -0.93952 4.94496 0.3160
H 0.17675 -3.09043 3.39210 0.4161
H 1.59454 -2.30829 4.26533 0.3488
H 1.75006 -3.38796 3.14294 0.5413
C -4.65295 2.24730 0.40460 -1.0484
C -3.35996 2.58331 -0.51491 -0.4290
O -2.67019 1.33750 -0.72469 -0.5740
H -4.22636 1.76109 1.28194 0.2357
H -5.43684 1.77837 -0.19016 0.3278
H -5.14820 3.16595 0.71910 0.4016
H -2.67377 3.22371 0.03930 0.3035
H -3.76768 3.15443 -1.34899 0.4030
H -2.91174 0.87370 -1.52976 0.1628
C -0.54040 1.70561 -5.52578 -1.2873
C -0.94564 1.41214 -4.02334 -0.1543
O 0.17842 1.42163 -3.15462 -0.4385
H -0.10596 2.70487 -5.55485 0.3478
H -1.46722 1.68286 -6.09901 0.3857
H 0.20403 0.99269 -5.88029 0.3005
H -1.41313 0.42749 -4.01652 0.3336
H -1.67094 2.18297 -3.76282 0.3060
H 0.55573 2.30301 -3.20364 0.1825
C 1.83161 -3.40778 -2.93531 -1.1269
C 1.64959 -1.92627 -3.32807 -0.1760
O 0.42120 -1.41808 -2.87007 -0.3325
H 2.55370 -3.92146 -3.56999 0.4129
H 0.97615 -3.99850 -3.26294 0.3101
H 1.93238 -3.54147 -1.85824 0.1417
H 1.84159 -1.75018 -4.38648 0.4139
H 2.42282 -1.33123 -2.84213 0.2596
H 0.40342 -0.46207 -2.95568 0.0769
C -2.33118 -3.72417 -1.11636 0.5226
O -2.68510 -4.47674 -1.93967 -0.7455
N -2.74866 -3.73610 0.08867 -0.3113
N -1.41616 -2.83208 -1.30315 0.0719
H -3.24887 -4.53497 0.45157 0.2062
H -2.38765 -3.07303 0.75957 0.2436
H -1.10505 -2.34229 -0.47646 0.0495
H -0.86735 -2.65391 -2.13209 0.0204
C 2.55511 2.79549 -0.65752 0.6351
O 1.46370 2.32993 -0.40873 -0.7393
N 2.80187 3.90627 -1.26596 -0.4306
N 3.76037 2.42555 -0.16134 -0.3549
H 3.68426 4.39273 -1.19637 0.1250
H 2.07620 4.35831 -1.80371 0.2108
H 3.78971 1.55447 0.34900 0.2108
H 4.55194 3.02228 -0.35482 0.1473


53
Properties=species:S:1:pos:R:3:mulliken_charge:R:1 method="wB97M-V/def2-TZVPD" lumo_ev=-2.69 e_above_lowest_kcal_mol=0.0 total_charge=+1 orbital_gap_ev=8.613 mol_weight_g_mol=369.4
S 4.79737 0.19689 1.72944 -0.2034
S 3.27303 -0.22671 0.48817 -0.0808
C 1.96525 1.05341 0.56690 -0.4699
C 0.73172 0.40218 0.07391 -0.1091
C -0.26148 1.46759 -0.51976 0.2219
N -0.65860 1.21453 -1.75860 -0.0717
O -0.57198 2.49001 0.09538 -0.8809
N -0.12033 -0.14473 1.25755 0.2328
H 4.36602 -0.48206 2.81897 0.1421
H 1.90366 1.59165 1.50697 0.3840
H 2.40867 1.83130 -0.06222 0.4701
H 0.74562 -0.44118 -0.61426 0.4698
H -0.23539 0.43365 -2.25142 0.0312
H -1.36790 1.69946 -2.28230 0.2728
H -0.12484 -1.19210 1.22582 0.1653
H 0.30876 0.03887 2.27314 0.2434
H -1.11219 0.15819 1.24824 0.4261
H 1.42924 2.16878 -5.24802 0.3029
H 0.94308 0.92093 -4.36935 0.3417
O 1.26981 1.82566 -4.37362 -0.6065
H 0.72574 1.58196 3.56201 0.3881
H 0.83908 0.06668 4.22645 0.3246
O 1.05623 0.66740 3.50745 -0.6581
H -1.16627 -0.90906 -3.96129 0.2562
H 0.22794 -1.33499 -4.16902 0.3706
O -0.28922 -0.51760 -3.96746 -0.7031
H -0.24869 -3.11058 2.16872 0.2549
H 0.41104 -3.69261 0.95586 0.2607
O 0.09492 -2.84469 1.29860 -0.5669
H -1.39851 -1.29420 3.95337 0.2814
H -0.23333 -2.19318 4.56314 0.3025
O -0.47562 -1.53517 3.88849 -0.6115
H 1.85915 -3.31113 -4.19630 0.2798
H 2.42378 -1.88256 -4.67197 0.2954
O 1.76547 -2.35561 -4.15109 -0.6274
H 0.69777 4.08560 -0.10857 0.3142
H 1.99987 4.68261 -0.68220 0.2914
O 1.64939 4.18401 0.08197 -0.5747
H -1.66508 -3.64503 -2.65586 0.2579
H -1.00966 -2.71018 -1.59521 0.3123
O -1.47459 -2.72892 -2.42886 -0.5763
H -2.82042 -1.86241 -1.57098 0.3983
H -3.37641 -0.72563 -0.64529 0.3130
O -3.59301 -1.57364 -1.03797 -0.7243
H -2.74231 -2.11676 0.85292 0.2702
H -3.19450 -2.16882 2.31872 0.2372
O -2.47433 -1.92153 1.74800 -0.4383
H -3.69409 1.03144 0.96121 0.2887
H -2.27613 1.76483 1.01674 0.1898
O -2.72841 0.94296 0.83753 -0.6151
H 0.02575 3.23850 2.10134 0.3059
H 0.99104 3.97301 2.99803 0.3277
O 0.40392 3.20897 2.99656 -0.7068


62
Properties=species:S:1:pos:R:3:mulliken_charge:R:1 method="wB97M-V/def2-TZVPD" lumo_ev=0.24 e_above_lowest_kcal_mol=508.6 orbital_gap_ev=8.091 mol_weight_g_mol=423.6
C -5.70586 1.16009 2.46666 -1.2851
H -5.66293 2.22909 2.51877 0.2628
H -6.58375 0.81026 2.52956 0.6070
H -4.98350 0.71038 3.06897 0.4178
O -5.30896 0.79442 0.90021 -0.3742
C -5.26907 -0.39567 0.62806 1.0382
C -5.51039 -1.57529 1.50782 -1.2079
C -5.28322 -2.68189 0.65237 0.0060
C -4.94733 -2.80620 -0.64503 -0.8640
C -4.64913 -1.73997 -1.32322 -0.4202
C -4.90959 -0.23213 -0.75468 0.8686
C -4.71706 0.90480 -1.70159 -1.8221
N -3.53022 1.43723 -1.15066 0.0105
C -2.23983 1.56072 -1.37043 0.3536
O -1.93638 0.82916 -2.51912 -0.7499
C -1.36415 2.17861 -0.35342 -0.6525
C 0.15066 2.14303 -1.02054 -0.8028
C 0.75695 0.88188 -1.03605 -0.2233
N 0.86963 0.35436 0.09393 0.0788
S 1.89623 0.81749 1.34985 1.0745
O 2.02755 2.19275 1.16613 -0.7193
O 1.56168 0.20806 2.63861 -0.7496
N 3.25861 0.25841 0.52050 0.5845
C 4.45855 0.82052 0.99290 -1.0351
H 4.35112 2.01785 0.56305 0.1311
C 5.68490 0.38296 -0.19571 -0.3224
C 5.31844 0.76524 -1.56456 -1.4192
H 4.34795 0.83274 -1.92134 0.3228
H 5.28085 1.99910 -1.41143 0.2575
H 6.06646 0.55623 -2.22123 0.4858
C 5.70897 -1.05867 -0.26381 -0.9315
C 4.30972 -1.85146 -0.60441 0.1271
C 4.47224 -3.30572 -0.37410 -1.6896
H 3.45375 -3.93045 -0.61877 0.3142
H 5.12652 -3.78523 -1.11716 0.4083
H 4.80694 -3.45040 0.63490 0.4023
C 3.34813 -1.29292 0.36107 -1.0688
H 2.31688 -1.64513 0.57567 0.6260
H 3.57246 -1.58019 1.56548 0.3351
H 3.88474 -1.42156 -1.38393 0.7430
H 6.49387 -1.55721 -0.81747 0.3488
H 5.93249 -1.44315 0.99270 0.2705
H 6.46110 0.71796 0.19597 0.9240
H 4.77589 0.33497 1.86260 0.5707
C -0.66993 0.18778 0.64428 -1.7127
C -1.06973 1.43031 0.86672 0.3388
H -2.13849 1.26283 1.35431 -0.0633
H -0.48444 1.94124 1.60286 0.4924
H -0.42798 -0.27526 1.57879 0.5120
H -1.28456 -0.44282 0.09612 0.7201
H 1.87149 1.09193 -1.43383 -0.4084
H 0.31420 0.34279 -1.90020 0.4371
H 0.24917 2.76563 -2.18590 0.2304
H 0.78144 2.89015 -0.35495 0.3324
H -1.56939 3.15545 -0.21462 0.8387
H -3.72862 2.15567 0.05174 0.2825
H -5.54654 1.35230 -1.70917 0.5061
H -4.38799 0.53829 -2.55613 0.7461
H -4.36541 -1.68707 -2.32766 0.4405
H -4.61912 -3.82137 -0.69595 0.2748
H -5.36200 -3.65136 1.29578 0.1855
H -5.65395 -1.38155 2.47069 0.6153